[1]
Computed, not measured: a molecular structure, C58H52FMnN6O4PSe in a non-equilibrium geometry, with ωB97M-V with the def2-TZVPD basis set.

Geometry (Å):
Mn -0.552 0.454 -1.246
F 5.503 -2.131 -0.896
C 5.252 -0.809 -1.042
C 3.939 -0.451 -1.196
C 3.572 0.887 -1.339
C 2.173 1.236 -1.533
O 1.303 0.338 -1.598
C 1.900 2.639 -1.638
C 2.917 3.539 -1.550
N 4.216 3.204 -1.383
C 5.199 4.248 -1.253
C 5.128 5.448 -2.144
C 6.225 4.451 -2.336
C 4.573 1.875 -1.275
C 5.903 1.481 -1.103
C 6.287 0.142 -1.023
N 7.638 -0.184 -0.853
C 8.022 -1.573 -0.622
C 9.535 -1.654 -0.386
N 9.963 -0.386 0.251
C 9.869 0.749 -0.711
C 8.647 0.521 -1.617
C 0.488 3.130 -1.906
O 0.344 4.281 -2.285
O -0.457 2.297 -1.696
H 3.179 -1.216 -1.225
H 2.685 4.592 -1.624
H 5.508 4.397 -0.222
H 5.362 6.404 -1.706
H 4.357 5.492 -2.895
H 7.233 4.723 -2.056
H 6.166 3.811 -3.203
H 6.655 2.247 -1.024
H 7.760 -2.236 -1.458
H 7.492 -1.927 0.266
H 10.087 -1.782 -1.318
H 9.765 -2.499 0.265
H 10.911 -0.460 0.634
H 9.311 -0.204 1.024
H 10.777 0.797 -1.313
H 9.770 1.673 -0.139
H 8.933 -0.066 -2.501
H 8.269 1.479 -1.967
C -6.663 -0.450 -2.831
C -5.442 -0.754 -3.413
C -4.269 -0.485 -2.733
C -4.315 0.082 -1.460
C -5.538 0.422 -0.894
C -6.708 0.154 -1.586
P -2.748 0.055 -0.524
C -3.164 0.858 1.064
C -3.592 0.226 2.228
C -3.870 0.977 3.360
C -3.726 2.355 3.343
C -3.295 2.988 2.188
C -3.003 2.242 1.064
C -2.732 -1.761 -0.295
C -3.708 -2.534 0.285
C -3.589 -3.933 0.249
C -2.576 -4.537 -0.448
C -1.618 -3.769 -1.147
C -0.652 -4.328 -2.011
C 0.178 -3.506 -2.723
C 0.171 -2.118 -2.521
C -0.697 -1.508 -1.629
C -1.664 -2.359 -1.012
H -7.580 -0.692 -3.347
H -5.407 -1.217 -4.387
H -3.304 -0.728 -3.167
H -5.582 0.881 0.083
H -7.659 0.398 -1.140
H -3.715 -0.846 2.249
H -4.218 0.488 4.259
H -3.956 2.945 4.218
H -3.206 4.064 2.163
H -2.650 2.721 0.156
H -4.577 -2.080 0.741
H -4.331 -4.528 0.756
H -2.516 -5.615 -0.509
H -0.603 -5.400 -2.122
H 0.870 -3.923 -3.442
H 0.886 -1.529 -3.085
C -3.808 -7.394 2.449
C -3.386 -6.161 3.184
C -4.308 -5.414 3.910
C -3.929 -4.274 4.597
C -2.602 -3.856 4.579
N -2.212 -2.723 5.333
C -1.456 -1.657 4.968
O -1.126 -0.797 5.748
N -1.130 -1.627 3.610
C -0.599 -0.567 2.921
C -0.240 0.654 3.503
C 0.243 1.642 2.671
C 0.287 1.449 1.301
N -0.092 0.297 0.726
C -0.446 -0.705 1.538
C -1.672 -4.597 3.857
C -2.067 -5.727 3.162
H -4.552 -7.946 3.018
H -2.962 -8.047 2.257
H -4.251 -7.129 1.489
H -5.338 -5.734 3.946
H -4.659 -3.714 5.161
H -2.539 -2.678 6.289
H -1.446 -2.406 3.046
H -0.344 0.798 4.565
H 0.547 2.592 3.078
H 0.622 2.253 0.659
H -0.646 -1.661 1.072
H -0.628 -4.318 3.879
H -1.326 -6.290 2.616
Se -2.385 4.333 -2.055
C -4.154 4.944 -2.201
C -4.540 5.693 -3.312
C -5.860 6.056 -3.471
C -6.804 5.667 -2.531
C -6.414 4.954 -1.406
C -5.093 4.604 -1.227
H -3.797 5.986 -4.038
H -6.157 6.634 -4.331
H -7.843 5.920 -2.675
H -7.149 4.675 -0.668
H -4.773 4.056 -0.352

As for the charge: +2. The value obtained for the HOMO-LUMO gap (alpha / beta) is 5.91 / 5.81 eV. As for the multiplicity: 4. The expectation value of S² is 3.812. The total energy comes out at -6864.070105 a.u.

=====

[2]
Computed, not measured: 2 unconnected molecules or ions with the total composition C43H41N2Si in a non-equilibrium geometry, with ωB97M-V with the def2-TZVPD basis set.

Geometry (Å):
C 2.480 1.952 -3.044
C 2.347 3.079 -2.225
C 1.720 2.970 -0.982
C 1.321 1.705 -0.503
Si 1.328 1.389 1.330
C 2.870 2.363 1.840
C 2.781 3.489 2.671
C 3.898 4.307 2.893
C 5.125 4.000 2.298
C 5.228 2.872 1.477
C 4.107 2.070 1.236
C -0.029 2.027 2.440
C -1.179 2.659 1.951
C -2.129 3.161 2.850
C -1.934 3.041 4.233
C -0.793 2.396 4.723
C 0.153 1.882 3.828
C 1.346 -0.466 1.689
C 2.765 -0.955 2.027
C 2.832 -2.407 1.538
C 1.529 -2.668 0.777
N 0.732 -1.427 0.720
C 1.281 0.633 -1.405
C 1.917 0.733 -2.646
H 3.016 2.018 -3.992
H 2.753 4.040 -2.545
H 1.613 3.849 -0.342
H 1.829 3.750 3.136
H 3.800 5.187 3.530
H 5.996 4.635 2.470
H 6.180 2.614 1.010
H 4.198 1.232 0.539
H -1.317 2.761 0.872
H -3.025 3.653 2.468
H -2.668 3.449 4.931
H -0.625 2.296 5.797
H 1.048 1.385 4.216
H 0.754 -0.509 2.628
H 3.528 -0.346 1.532
H 2.942 -0.870 3.108
H 3.692 -2.576 0.879
H 2.905 -3.101 2.383
H 1.750 -2.998 -0.241
H 0.950 -3.469 1.259
H -0.223 -1.572 1.046
H 0.794 -0.297 -1.098
H 1.999 -0.144 -3.288
C -5.049 2.836 -1.338
N -4.349 2.051 -2.334
C -4.665 2.313 -3.725
C -3.465 1.077 -1.979
C -3.154 0.814 -0.615
C -2.301 -0.220 -0.268
C -1.702 -1.047 -1.248
C -0.893 -2.201 -0.871
C -0.093 -2.899 -1.881
C -0.021 -4.291 -1.543
C 0.757 -5.177 -2.276
C 1.448 -4.690 -3.392
C 1.333 -3.342 -3.771
C 0.552 -2.444 -3.028
C -0.866 -4.513 -0.375
C -1.453 -3.258 -0.001
C -2.408 -3.217 1.010
C -2.685 -4.402 1.713
C -2.061 -5.615 1.381
C -1.153 -5.680 0.316
C -2.018 -0.771 -2.606
C -2.844 0.275 -2.971
H -5.675 2.202 -0.691
H -4.347 3.390 -0.696
H -5.691 3.551 -1.861
H -5.027 1.407 -4.230
H -5.448 3.077 -3.759
H -3.785 2.680 -4.275
H -3.607 1.423 0.170
H -2.084 -0.397 0.786
H 0.806 -6.220 -1.963
H 2.076 -5.363 -3.975
H 1.852 -2.982 -4.662
H 0.436 -1.408 -3.345
H -2.935 -2.291 1.232
H -3.408 -4.375 2.528
H -2.294 -6.517 1.946
H -0.668 -6.608 0.010
H -1.657 -1.423 -3.401
H -3.045 0.467 -4.027

As for the charge: +1. The value obtained for the HOMO-LUMO gap is 5.59 eV. The total energy comes out at -2061.916609 a.u.

=====

[3]
Computed, not measured: a molecular structure, C25H35Cl2N4O3PtSe in a non-equilibrium geometry, with ωB97M-V with the def2-TZVPD basis set.

Geometry (Å):
O 2.163 -2.310 -2.201
C 2.484 -2.162 -3.418
C 3.030 -3.284 -4.202
C 3.098 -4.586 -3.650
H 2.773 -4.739 -2.617
C 3.544 -5.652 -4.432
H 3.592 -6.657 -4.003
C 3.919 -5.446 -5.769
H 4.262 -6.282 -6.376
C 3.826 -4.165 -6.336
H 4.100 -4.009 -7.383
C 3.376 -3.097 -5.563
H 3.263 -2.102 -5.999
H 2.293 -1.206 -3.939
C 3.698 0.293 -1.348
C 2.275 0.649 -1.138
H 4.349 1.113 -1.020
H 3.870 0.095 -2.415
H 3.923 -0.609 -0.774
C 1.810 1.882 -0.898
C 2.647 3.088 -0.578
H 0.735 2.023 -0.852
H 3.639 3.064 -1.054
H 2.826 3.213 0.506
H 2.134 3.999 -0.913
Pt 0.946 -0.953 -1.097
Cl 1.992 -1.596 0.898
Cl 0.007 -0.252 -3.123
C 0.481 1.092 2.609
O -0.313 1.124 1.666
N 0.224 1.654 3.813
C -1.009 2.385 4.041
C 1.115 1.489 4.945
H 1.467 0.593 2.543
H -1.468 2.603 3.070
H -0.782 3.319 4.579
H -1.707 1.796 4.662
H 2.057 1.058 4.587
H 0.675 0.816 5.699
H 1.302 2.469 5.409
H -4.036 4.339 -1.435
H -4.721 2.879 -3.499
C -3.003 4.090 -1.717
C -3.653 2.659 -3.630
N -2.960 2.786 -2.357
H -2.365 4.069 -0.831
C -2.256 1.771 -1.807
O -1.601 1.866 -0.764
H -3.529 1.639 -4.004
H -2.327 0.828 -2.396
H -2.664 4.860 -2.423
H -3.238 3.372 -4.356
C -3.786 -0.292 1.114
N -2.770 -0.976 1.880
C -1.606 -1.485 1.387
Se -1.294 -1.708 -0.420
N -0.838 -1.794 2.466
C -1.492 -1.438 3.652
C -1.057 -1.357 4.968
C -1.905 -0.732 5.895
C -3.160 -0.229 5.504
C -3.588 -0.323 4.174
C -2.725 -0.939 3.274
H -4.738 -0.420 1.640
H -3.829 -0.751 0.123
H -3.555 0.780 1.022
H 0.137 -2.082 2.368
H -0.084 -1.776 5.226
H -1.606 -0.631 6.939
H -3.817 0.230 6.246
H -4.547 0.057 3.830

As for the charge: -1. The value obtained for the HOMO-LUMO gap (alpha / beta) is 3.83 / 6.85 eV. As for the multiplicity: 3. The expectation value of S² is 2.029. The total energy comes out at -4859.553866 a.u.

=====

[4]
Computed, not measured: C3H7N3OS in the gas phase in a non-equilibrium geometry, with ωB97M-V with the def2-TZVPD basis set.

Geometry (Å):
C -0.351 -0.547 0.040
C -0.744 0.825 -0.379
C -0.969 1.960 0.626
H 2.871 0.048 0.905
H 0.958 -1.873 0.850
H -3.079 -1.770 0.006
H -1.427 0.781 -1.239
H -0.770 1.718 1.689
H -1.782 2.659 0.493
H 0.100 2.640 -0.998
N 0.883 -0.901 0.565
N -1.233 -1.458 0.200
N 0.153 1.947 -0.256
O -2.470 -1.096 -0.359
S 2.291 -0.374 -0.257

Its structure (SMILES) is O/N=C(/NS)[C@H]1CN1. The value obtained for the HOMO-LUMO gap is 9.18 eV. The total energy comes out at -756.081993 a.u.

=====

[5]
Computed, not measured: 12 unconnected molecules or ions with the total composition C27H29BrCl44FN3OP in a non-equilibrium geometry, with ωB97M-V with the def2-TZVPD basis set.

Geometry (Å):
C 1.142 2.060 0.462
C 1.222 1.837 -1.055
O 2.556 2.131 -1.459
C 0.256 2.781 -1.814
C -1.055 2.132 -2.165
C -2.217 2.555 -1.551
C -2.166 3.665 -0.526
C -2.075 5.072 -1.197
C -3.503 5.669 -1.419
Br -1.055 6.301 -0.091
C -3.409 1.960 -1.885
N -4.637 2.309 -1.366
N -3.401 0.967 -2.770
F -4.599 0.408 -3.067
C -2.316 0.496 -3.408
C -2.537 -0.621 -4.379
C -2.390 -2.047 -3.796
C -2.944 -2.249 -2.382
N -4.410 -2.533 -2.393
C -1.130 1.078 -3.128
P 0.315 0.431 -4.068
C 1.413 1.787 -4.666
C 1.246 -0.837 -3.099
H 1.667 2.967 0.774
H 1.659 1.228 0.957
H 0.101 2.032 0.811
H 0.952 0.795 -1.230
H 3.080 1.319 -1.505
H 0.749 3.200 -2.691
H 0.079 3.622 -1.142
H -3.025 3.694 0.151
H -1.293 3.513 0.109
H -1.620 4.915 -2.176
H -4.240 4.899 -1.193
H -3.672 6.572 -0.836
H -3.610 5.926 -2.477
H -5.159 1.472 -1.114
H -4.541 2.909 -0.557
H -1.782 -0.498 -5.161
H -3.498 -0.536 -4.892
H -1.361 -2.421 -3.837
H -2.982 -2.699 -4.445
H -2.694 -1.452 -1.670
H -2.456 -3.154 -1.989
H -4.767 -2.143 -1.521
H -4.525 -3.534 -2.247
H 2.280 1.951 -4.019
H 1.712 1.575 -5.692
H 0.822 2.708 -4.672
H 0.619 -1.249 -2.279
H 2.088 -0.347 -2.595
H 1.629 -1.652 -3.713
C -3.208 -6.377 0.845
Cl -3.685 -7.206 2.325
Cl -1.552 -6.823 0.418
Cl -4.291 -6.824 -0.474
Cl -3.299 -4.624 1.096
C -7.150 -7.230 4.437
Cl -6.221 -8.713 4.692
Cl -8.004 -7.328 2.892
Cl -8.316 -7.030 5.746
Cl -6.047 -5.847 4.410
C -1.176 8.254 3.434
Cl -2.551 9.248 2.943
Cl -0.707 8.664 5.082
Cl -1.632 6.544 3.363
Cl 0.185 8.550 2.340
C 1.376 3.039 4.675
Cl -0.122 3.684 3.984
Cl 1.685 3.805 6.232
Cl 1.227 1.289 4.892
Cl 2.716 3.352 3.567
C 0.891 -2.133 1.286
Cl 1.007 -0.887 2.527
Cl 2.465 -2.890 1.059
Cl -0.293 -3.349 1.769
Cl 0.402 -1.353 -0.242
C 6.675 -3.644 1.061
Cl 5.327 -4.125 0.021
Cl 7.550 -2.278 0.335
Cl 6.041 -3.149 2.638
Cl 7.776 -5.002 1.264
C 7.006 -3.740 -4.285
Cl 5.517 -3.031 -4.934
Cl 7.236 -3.197 -2.618
Cl 6.880 -5.502 -4.317
Cl 8.378 -3.228 -5.271
C 9.192 -6.698 4.886
Cl 8.766 -7.882 3.641
Cl 8.603 -7.256 6.455
Cl 10.947 -6.511 4.945
Cl 8.446 -5.145 4.492
C 6.478 2.486 1.610
Cl 7.233 2.999 3.120
Cl 6.119 0.754 1.686
Cl 4.971 3.386 1.369
Cl 7.572 2.804 0.262
C -4.234 -6.686 -4.635
Cl -5.639 -7.471 -3.906
Cl -4.757 -5.259 -5.541
Cl -3.118 -6.188 -3.356
Cl -3.421 -7.813 -5.720
C -1.630 8.313 9.101
Cl -2.328 7.325 7.812
Cl -2.233 7.758 10.665
Cl 0.132 8.167 9.060
Cl -2.086 10.002 8.856

As for the charge: +1. The value obtained for the HOMO-LUMO gap is 7.24 eV. The total energy comes out at -24548.937155 a.u.

=====

[6]
Computed, not measured: a molecular structure, C2H12BrMnO5 in a non-equilibrium geometry, with ωB97M-V with the def2-TZVPD basis set.

Geometry (Å):
Mn 0.979 0.007 -0.188
Br 3.205 0.596 0.834
O 1.633 -0.708 -2.124
H 1.812 -0.271 -2.964
H 1.980 -1.603 -2.218
O 1.022 -1.987 0.770
H 1.609 -2.314 1.463
H 0.794 -2.750 0.226
O 0.772 2.030 -1.012
H 1.530 2.586 -1.235
H -0.018 2.537 -1.229
C -1.952 -0.453 0.388
C -1.636 0.661 1.353
O -0.210 0.634 1.647
O -1.050 -0.392 -0.760
H -2.981 -0.351 0.056
H -1.782 -1.422 0.847
H -2.231 0.501 2.254
H -1.917 1.631 0.927
H -0.066 1.077 2.489
H -1.491 -0.010 -1.525

As for the charge: +1. The value obtained for the HOMO-LUMO gap (alpha / beta) is 8.32 / 8.40 eV. As for the multiplicity: 6. The expectation value of S² is 8.753. The total energy comes out at -4184.485297 a.u.

=====

[7]
Computed, not measured: 2 unconnected molecules or ions with the total composition C2H9NO2 in a non-equilibrium geometry, with ωB97M-V with the def2-TZVPD basis set.

Geometry (Å):
C -2.313 0.286 1.069
O -2.009 0.106 -0.332
H -1.400 0.168 1.652
H -2.919 -0.575 1.335
H -2.791 1.252 1.172
H -1.290 0.722 -0.517
N 1.815 -0.951 -1.131
C 1.534 -0.440 0.187
O 1.062 0.892 0.072
H 1.309 -1.777 -1.409
H 1.886 -0.186 -1.779
H 2.401 -0.485 0.850
H 0.752 -1.056 0.642
H 1.688 1.485 0.474

Its structure (SMILES) is NCO.CO. The value obtained for the HOMO-LUMO gap is 9.92 eV. The total energy comes out at -286.794848 a.u.

=====

[8]
Computed, not measured: a molecular structure, C4H6O2 in a non-equilibrium geometry, with ωB97M-V with the def2-TZVPD basis set.

Geometry (Å):
C 1.657 1.493 0.332
C 0.507 0.672 -0.281
C -0.612 0.248 0.143
C -1.843 -1.940 -0.451
H 1.188 1.051 1.643
H 1.775 3.062 0.111
H 3.296 0.834 -0.007
H 0.967 -0.225 -1.180
H -1.362 0.290 1.099
H -2.038 -2.797 -1.270
O -0.956 -0.906 -0.658
O -2.577 -1.783 0.519

The value obtained for the HOMO-LUMO gap is 9.03 eV. The total energy comes out at -306.129731 a.u.